Entry 1:
Below is 2 unconnected molecules or ions with the total composition C5H9N2O2S in a non-equilibrium geometry, with properties calculated with wB97M-V/def2-TZVPD.

As for the maximum force: 5.694 eV/Å. As for the energy above the lowest of the compared OMol25 structures with the same formula, charge and spin: 0.000 eV. The electronic energy is -853.83661 hartree. The total charge is +1. The value obtained for the gap between HOMO and LUMO is 9.13 eV.

The geometry in XYZ format:
```
19
C5H9N2O2S | OMol25 | wB97M-V/def2-TZVPD
S 1.688 0.397 1.162
O -3.003 -0.958 0.060
O -0.900 -0.243 0.411
N 1.816 -0.922 -1.078
N 1.921 -2.243 0.927
C -2.695 1.263 0.239
C 1.650 1.319 -0.385
C 1.780 -1.094 0.289
C -2.070 -0.029 0.331
C 1.824 0.298 -1.441
H 2.588 1.817 -0.388
H 0.712 2.010 -0.524
H -2.097 2.078 -0.322
H 1.930 -3.113 0.533
H 2.044 -2.442 1.930
H -3.693 1.381 -0.139
H 1.838 0.437 -2.484
H -2.628 1.847 1.213
H -2.704 -1.804 -0.334
```

Atom charges from the Mulliken analysis, given in e for atoms 1 to 2: atom 1 (S): -0.127, atom 2 (O): -0.461

=====

Entry 2:
Below is a molecular structure, C29H36BN9OPbSSe in a non-equilibrium geometry, with properties calculated with wB97M-V/def2-TZVPD.

As for the maximum force: 3.198 eV/Å. As for the energy above the lowest of the compared OMol25 structures with the same formula, charge and spin: 0.000 eV. The electronic energy is -4711.45778 hartree. The total charge is +2. The value obtained for the gap between HOMO and LUMO (alpha / beta) is 4.44 / 4.12 eV.

The geometry in XYZ format:
```
79
C29H36BN9OPbSSe | OMol25 | wB97M-V/def2-TZVPD
Pb 0.067 -1.403 -2.511
Se 0.955 -2.172 1.005
S 0.323 -0.844 -5.206
O 2.266 -0.894 -2.915
N -2.695 0.767 -1.776
N -3.477 -1.558 -1.299
N 2.759 -0.480 -4.097
N -0.063 0.198 2.342
N -2.868 -1.134 -4.285
N -2.603 -2.575 -1.670
N -3.848 -0.518 -3.565
N -1.397 0.661 -2.266
N 1.950 0.462 1.440
C -2.843 -3.587 -0.787
C -2.876 1.882 -1.095
C 3.297 -0.025 4.563
C 2.628 0.007 -6.444
C -0.414 -2.404 5.273
C -4.837 -0.124 -4.351
C 4.051 -0.052 -4.058
C -3.290 -1.143 -5.577
C 0.935 -0.439 1.633
C 4.006 0.418 -6.386
C -0.638 -0.880 5.275
C -0.777 1.777 -1.791
C 4.087 -0.579 2.145
C -0.121 3.944 2.417
C -4.588 -0.606 -5.656
C -0.626 2.651 2.613
C -1.318 -0.474 2.820
C 4.228 0.295 3.427
C -1.691 2.593 -1.069
C 4.691 0.432 -5.174
C -3.934 -3.298 0.030
C 1.451 1.726 1.805
C 3.331 0.147 1.040
C 1.954 -0.361 -5.239
C -1.697 -0.380 4.294
C -4.279 -1.994 -0.314
C 0.153 1.571 2.306
C 1.173 4.095 1.930
C 2.013 2.982 1.638
B -3.811 -0.225 -2.029
H 3.541 -1.495 2.328
H 0.027 -2.764 4.353
H -1.535 3.620 -0.702
H -1.640 2.498 2.968
H -1.914 0.673 4.449
H -4.986 -1.324 0.159
H 3.300 -1.069 4.891
H 2.987 2.984 1.094
H 4.515 -0.158 -3.071
H 3.254 -0.461 0.137
H 3.505 0.514 5.501
H -5.643 0.510 -3.973
H 3.856 1.083 0.777
H 4.120 1.364 3.241
H -4.457 -3.968 0.711
H 5.234 0.177 3.776
H 0.259 -2.709 6.079
H -2.659 -1.573 -6.355
H -4.868 0.178 -1.666
H 0.267 2.024 -1.989
H -1.373 -2.944 5.447
H -5.206 -0.529 -6.560
H 1.604 5.101 1.862
H 2.106 0.031 -7.394
H 5.104 -0.815 1.887
H -0.750 4.774 2.724
H -1.291 -1.544 2.479
H 2.276 0.224 4.333
H -0.928 -0.575 6.276
H 0.324 -0.439 5.055
H -2.619 -0.959 4.400
H 5.697 0.876 -5.095
H 4.450 0.581 -7.338
H -2.216 -4.438 -0.786
H -2.140 -0.034 2.197
H -3.827 2.122 -0.631
```

Atom charges from the Mulliken analysis, given in e for atoms 1 to 2: atom 1 (Pb): 1.123, atom 2 (Se): 0.154

=====

Entry 3:
Below is a gas-phase ion, C6H10BrN2 (charge +1) in a non-equilibrium geometry, with properties calculated with wB97M-V/def2-TZVPD.

As for the maximum force: 5.184 eV/Å. As for the energy above the lowest of the compared OMol25 structures with the same formula, charge and spin: 4.484 eV. The electronic energy is -2917.72123 hartree. The total charge is +1. The value obtained for the gap between HOMO and LUMO is 7.95 eV.

The geometry in XYZ format:
```
19
C6H10BrN2 | OMol25 | wB97M-V/def2-TZVPD
Br 1.250 2.267 -0.143
N 2.469 -1.407 0.998
N -2.186 0.988 0.402
C 0.474 0.395 0.092
C 2.880 -1.401 -0.282
C 0.595 -0.508 -1.102
C 1.671 -0.799 1.638
C 2.006 -0.969 -1.228
C -0.701 0.393 1.010
H -2.210 2.053 0.067
H -0.937 -0.591 1.279
H -2.770 0.875 1.188
H -0.537 1.204 1.676
H 0.257 -0.014 -1.947
H 2.398 -1.065 -2.149
H 1.015 -0.701 2.535
H 0.002 -1.335 -0.913
H 3.845 -1.480 -0.552
H -2.627 0.305 -0.187
```

Atom charges from the Mulliken analysis, given in e for atoms 1 to 2: atom 1 (Br): -0.106, atom 2 (N): -0.291

=====

Entry 4:
Below is a molecular structure, C29H41N9O4Sc, with properties calculated with wB97M-V/def2-TZVPD.

As for the maximum force: 0.380 eV/Å. As for the energy above the lowest of the compared OMol25 structures with the same formula, charge and spin: 0.833 eV. The electronic energy is -2684.23279 hartree. The total charge is +1. The value obtained for the gap between HOMO and LUMO is 7.86 eV.

The geometry in XYZ format:
```
84
C29H41N9O4Sc | OMol25 | wB97M-V/def2-TZVPD
Sc 0.201 0.052 0.013
O 2.335 0.208 0.123
O 4.637 -0.843 -0.520
O -0.519 1.858 -0.592
O 0.184 -0.854 2.032
N 2.187 1.329 2.119
N 1.439 -2.290 -0.160
N -2.379 0.146 -1.558
N -0.349 -0.277 4.145
N -1.677 0.385 2.306
N 0.804 -0.354 -2.205
N -1.671 -1.952 0.211
N -3.509 1.713 2.586
N 0.953 1.648 1.561
C -2.606 4.829 1.436
C -1.363 -3.216 0.907
C 6.730 -0.765 2.423
C 5.014 -0.572 0.755
C 0.893 -0.905 4.613
C -0.738 3.288 1.323
C -2.309 0.578 -2.960
C 4.199 0.127 1.657
C -2.291 1.010 4.544
C -2.490 1.035 3.131
C 0.485 2.781 1.912
C -3.315 -0.933 -1.269
C -2.569 -2.198 -0.927
C 4.694 0.382 2.939
C 6.275 -1.019 1.145
C 2.836 0.585 1.286
C -0.610 -0.264 2.797
C -0.288 -4.052 0.225
C -2.360 3.341 -0.454
C -1.182 -0.048 -3.763
C 1.872 -2.474 -1.556
C 5.941 -0.059 3.328
C 1.116 -3.554 0.519
C -1.182 2.786 0.080
C -1.200 0.355 4.991
C 0.927 -1.793 -2.518
C 0.212 0.404 -3.336
C -1.437 4.314 1.962
C -3.062 4.327 0.218
H 0.894 0.318 -4.188
H -0.060 -2.245 -2.441
H -2.281 -3.808 1.001
H -4.009 -1.116 -2.097
H -1.272 -1.136 -3.761
H -3.964 4.730 -0.227
H 1.855 -4.318 0.252
H -0.465 -4.101 -0.855
H 3.758 -0.431 -0.632
H 2.211 -1.870 0.341
H -2.960 1.514 5.223
H 7.712 -1.112 2.717
H 1.280 -1.932 -3.546
H -3.265 0.379 -3.459
H 1.208 -3.378 1.593
H -2.599 0.952 -0.995
H -2.164 1.660 -2.978
H -0.369 -5.078 0.591
H -1.983 -2.529 -1.788
H 2.883 -2.081 -1.681
H -3.453 1.924 1.599
H -3.925 -0.649 -0.405
H 0.939 -0.791 5.692
H -1.043 4.702 2.895
H 1.753 0.004 -2.101
H -3.137 5.623 1.942
H -3.284 -2.998 -0.700
H 1.739 -0.410 4.141
H 1.036 3.376 2.640
H -1.311 0.255 -4.805
H -2.694 3.008 -1.428
H 0.895 -1.959 4.349
H 1.924 -3.536 -1.812
H -4.036 2.356 3.152
H 0.178 1.452 -3.035
H 6.882 -1.552 0.426
H 4.072 0.947 3.621
H 6.307 0.149 4.324
H -2.181 -1.372 0.875
H -1.029 -2.977 1.917
H -0.945 0.312 6.041
```

Atom charges from the Mulliken analysis, given in e for atoms 1 to 2: atom 1 (Sc): -0.201, atom 2 (O): -0.776

=====

Entry 5:
Below is a molecular structure, C46H41F3N6O2PTl, with properties calculated with wB97M-V/def2-TZVPD.

As for the maximum force: 0.694 eV/Å. As for the energy above the lowest of the compared OMol25 structures with the same formula, charge and spin: 0.042 eV. The electronic energy is -3069.97875 hartree. The total charge is -2. The value obtained for the gap between HOMO and LUMO is 5.08 eV.

The geometry in XYZ format:
```
100
C46H41F3N6O2PTl | OMol25 | wB97M-V/def2-TZVPD
Tl -0.224 -0.228 0.306
P 2.541 -2.461 -0.150
F -2.657 1.421 -7.088
F -3.878 2.439 -5.623
F -2.387 3.539 -6.730
O 2.716 -3.063 -4.087
O 1.386 -1.958 -2.645
N 0.342 1.941 1.854
N 0.252 1.572 -3.072
N 0.982 -0.394 2.891
N 1.374 1.942 2.600
N -1.718 2.002 0.058
N -2.530 -0.416 2.465
C 3.002 -4.500 1.690
C 4.142 -0.425 1.050
C 2.371 -2.688 -2.953
C -0.935 0.860 -5.023
C -2.077 -1.721 -0.147
C 3.217 -3.154 -1.744
C -3.336 -1.733 0.451
C -4.449 0.880 -2.142
C -1.948 -2.362 -1.391
C -2.706 0.972 2.845
C -0.013 0.649 -3.999
C 0.893 4.262 1.285
C 5.753 -4.319 1.854
C 3.199 -0.510 4.566
C 5.044 -3.455 1.030
C -4.086 2.612 -0.012
C -1.448 4.404 -0.230
C -1.089 3.123 0.331
C 0.091 3.106 1.168
C 5.085 -5.286 2.600
C -3.182 1.073 -1.619
C -0.415 2.727 -3.123
C -5.551 1.547 -1.610
C -2.968 1.934 -0.531
C 0.541 5.444 0.690
C 3.241 0.098 -1.104
C -5.355 2.415 -0.543
C -2.630 2.355 -6.120
C 1.662 0.721 3.181
C 3.704 -5.384 2.503
C -0.663 5.506 -0.057
C -1.614 2.061 -5.059
C 1.440 -1.559 3.366
C -1.366 3.016 -4.086
C -3.020 -3.003 -2.009
C -4.267 -3.011 -1.387
C 3.809 1.364 -1.030
C 4.562 1.738 0.075
C 3.651 -3.513 0.945
C -3.660 -0.972 1.736
C 2.533 -1.685 4.200
C 3.419 -0.831 -0.074
C -2.179 -1.242 3.596
C 2.778 0.687 4.044
C -4.416 -2.377 -0.162
C 4.718 0.839 1.120
H -6.200 2.944 -0.113
H 0.500 -0.305 -3.887
H -2.334 0.531 -2.024
H 3.628 2.068 -1.834
H 6.832 -4.238 1.919
H -2.867 1.578 1.953
H -4.344 -0.158 1.473
H 5.585 -2.722 0.443
H -2.888 -3.487 -2.973
H -1.926 -2.248 3.251
H -3.557 1.117 3.539
H 2.859 -2.659 4.542
H -6.542 1.384 -2.015
H -4.580 0.191 -2.969
H -3.009 -1.324 4.325
H 3.285 1.620 4.257
H -4.225 -1.645 2.399
H -0.979 -2.355 -1.892
H 2.616 -0.156 -1.951
H -0.960 6.445 -0.514
H -1.792 1.332 3.324
H 4.047 -0.547 5.241
H -5.118 -3.489 -1.862
H -3.943 3.274 0.836
H -0.184 3.447 -2.346
H 0.881 -2.439 3.061
H 4.239 -1.083 1.904
H 1.159 6.326 0.804
H -1.904 3.957 -4.071
H 5.266 1.125 2.011
H 1.919 -4.568 1.624
H 5.639 -5.960 3.243
H -2.356 4.463 -0.817
H 3.179 -4.242 -1.688
H -1.108 0.095 -5.768
H -1.312 -0.824 4.105
H -5.397 -2.364 0.316
H 4.999 2.728 0.133
H 4.256 -2.857 -1.889
H 1.786 4.185 1.890
H 3.173 -6.142 3.068
```

Atom charges from the Mulliken analysis, given in e for atoms 1 to 2: atom 1 (Tl): 0.644, atom 2 (P): 0.945

=====

maximum force of number 2 (C29H36BN9OPbSSe)? 3.198 eV/Å

=====

Which of these has the highest maximum force? C5H9N2O2S

=====

electronic energy of number 1 (C5H9N2O2S)? -853.83661 hartree